1.
A 2-piece molecular cluster, C4H4NO2 overall at a distorted geometry. Source: the Open Molecules 2025 dataset; level of theory: ωB97M-V with the def2-TZVPD basis set.

For the LUMO energy, the calculation gives 4.2 eV. The value obtained for the energy above the lowest of the compared OMol25 structures with the same formula, charge and spin is 125.2 kcal/mol. As for the spin multiplicity: 1. The total charge is -1. The HOMO-LUMO gap comes out at 0.2431 Ha.

Atoms and positions in Å:
C1 -0.7924 1.1937 -1.4787
C2 0.1824 -0.0056 0.1033
C3 0.0315 0.5394 1.3702
C4 1.1853 -1.0105 -0.3099
N1 -1.9576 1.2235 -1.1520
O1 0.3868 1.3077 2.2731
O2 -1.0219 -0.2848 1.0541
H1 2.1916 -0.5930 -0.4138
H2 1.1709 -1.3117 -1.2801
H3 1.1786 -2.0075 0.1218
H4 -2.5554 0.9487 -0.2881

Forces on the atoms, in the same order (eV/Å):
C 0.2 -0.5 0.2
C 0.5 1.3 0.1
C 0.9 1.0 0.0
C 0.5 -0.1 1.2
N -1.9 0.0 1.3
O -1.2 -1.7 -1.2
O -0.1 -0.1 1.0
H 0.1 0.3 1.3
H -1.3 -0.5 -3.6
H 0.2 0.0 1.3
H 2.0 0.2 -1.6

2.
An isolated molecule of C7H12. Source: the Open Molecules 2025 dataset; level of theory: ωB97M-V with the def2-TZVPD basis set.

For the LUMO energy, the calculation gives 1.2 eV. The value obtained for the energy above the lowest of the compared OMol25 structures with the same formula, charge and spin is 12.8 kcal/mol. As for the spin multiplicity: 1. The HOMO-LUMO gap comes out at 0.3905 Ha. The structure (SMILES) is C=CC1CCCC1.

Atoms and positions in Å:
C1 0.0398 -1.4044 -1.5880
C2 0.4220 -0.1290 -1.6444
C3 0.0539 0.9504 -0.6584
C4 -1.2548 0.7456 0.1280
C5 -0.9043 -0.2530 1.2689
C6 0.6266 -0.4500 1.1893
C7 1.1017 0.8152 0.4756
H1 -0.7737 -1.7438 -0.9473
H2 0.5411 -2.1732 -2.1663
H3 1.2376 0.1313 -2.3180
H4 0.0907 1.9364 -1.1394
H5 -1.5494 1.7132 0.5541
H6 -2.0842 0.4098 -0.5052
H7 -1.2066 0.1439 2.2459
H8 -1.4393 -1.1986 1.1340
H9 0.8424 -1.3009 0.5455
H10 1.1149 -0.6352 2.1493
H11 1.0043 1.6607 1.1607
H12 2.1375 0.7814 0.1156

Forces on the atoms, in the same order (eV/Å):
C -0.2 0.2 -0.3
C 0.0 -0.3 0.0
C 0.1 0.0 0.0
C 0.0 0.0 0.0
C -0.1 -0.1 0.0
C 0.0 0.1 0.2
C 0.1 0.0 0.1
H 0.2 0.1 -0.1
H -0.2 0.1 -0.2
H -0.1 0.0 0.0
H 0.0 -0.2 0.1
H 0.0 -0.2 -0.1
H 0.2 0.0 0.1
H 0.1 0.0 -0.2
H 0.1 0.1 0.1
H 0.1 0.0 0.3
H -0.1 0.2 0.0
H 0.1 0.1 -0.1
H -0.2 -0.1 0.1

3.
A 11-piece molecular cluster, C51H81BrClNO26PSi overall at a distorted geometry. Source: the Open Molecules 2025 dataset; level of theory: ωB97M-V with the def2-TZVPD basis set.

For the LUMO energy, the calculation gives 1.9 eV. The value obtained for the energy above the lowest of the compared OMol25 structures with the same formula, charge and spin is 0.0 kcal/mol. As for the spin multiplicity: 1. The total charge is -1. The HOMO-LUMO gap comes out at 0.2308 Ha.

Atoms and positions in Å:
C1 -0.2892 1.3866 -2.6243
O1 -0.1309 1.9561 -1.3309
C2 -0.3698 0.9811 -0.2895
C3 0.9647 0.7114 0.5978
C4 1.1694 -0.8479 0.4830
C5 2.5020 -1.4219 1.0753
O2 3.6406 -1.2388 0.2250
Si1 3.9192 -2.5344 -0.8363
C6 2.3490 -3.3972 -1.5012
C7 4.7952 -1.7984 -2.3746
C8 5.0786 -3.8873 -0.1655
C9 2.0548 1.5384 -0.2193
O3 2.4132 2.6780 0.1204
O4 2.5547 1.0036 -1.2768
N1 0.6676 1.2406 1.9399
C10 -0.3424 0.4722 2.6950
C11 -1.3095 1.5026 3.4174
O5 -1.8673 1.1929 4.4152
Br1 -1.5952 3.2625 2.6080
P1 1.9729 1.4755 3.0539
O6 3.4852 1.2810 2.4173
Cl1 1.8942 3.5936 3.4051
H1 0.1437 2.1298 -3.3476
H2 0.2774 0.4344 -2.7401
H3 -1.3770 1.3005 -2.9026
H4 -0.6844 0.0463 -0.8291
H5 -1.2052 1.4069 0.3148
H6 1.1972 -1.0552 -0.6190
H7 0.3203 -1.4564 0.8836
H8 2.7091 -1.1139 2.1369
H9 2.3560 -2.5444 1.1443
H10 1.5126 -3.3730 -0.7516
H11 2.0562 -2.9246 -2.4660
H12 2.5712 -4.4800 -1.6673
H13 5.8979 -1.7532 -2.1769
H14 4.5769 -2.4371 -3.2737
H15 4.3273 -0.7918 -2.5484
H16 5.2881 -4.5749 -1.0327
H17 6.0740 -3.5161 0.1781
H18 4.5798 -4.5399 0.6039
H19 -0.9609 -0.2117 2.0740
H20 0.1229 -0.1596 3.5007
H21 3.9061 2.1638 2.3262
O7 -2.4834 -0.7593 -3.7930
C12 -3.4087 -0.2434 -4.3522
O8 -4.5553 -0.8970 -4.6682
C13 -5.4132 -0.0291 -5.4229
C14 -4.9568 1.3764 -5.0867
C15 -3.4678 1.1840 -4.8476
H22 -5.2925 -0.2582 -6.4867
H23 -6.4479 -0.2035 -5.1397
H24 -5.1883 2.1031 -5.8669
H25 -5.4345 1.7086 -4.1666
H26 -2.8908 1.2627 -5.7714
H27 -3.0860 1.8746 -4.0981
O9 5.9199 3.6198 4.7413
C16 5.8097 4.2377 3.7210
O10 5.1878 3.7618 2.6132
C17 5.3253 4.7034 1.5359
C18 5.6002 6.0335 2.2061
C19 6.3662 5.6170 3.4516
H28 6.1501 4.3810 0.8955
H29 4.4084 4.7201 0.9471
H30 6.1417 6.7323 1.5684
H31 4.6575 6.5042 2.4963
H32 7.4388 5.5367 3.2639
H33 6.1727 6.2858 4.2878
O11 -6.5436 0.2134 -2.9153
C20 -6.3749 -0.0741 -1.7601
O12 -7.2347 -0.8354 -1.0438
C21 -6.7965 -0.8965 0.3282
C22 -5.3176 -0.5755 0.2869
C23 -5.2275 0.3818 -0.8891
H34 -7.3659 -0.1637 0.9079
H35 -6.9869 -1.8877 0.7304
H36 -4.9411 -0.1617 1.2212
H37 -4.7481 -1.4817 0.0669
H38 -5.4012 1.4174 -0.5857
H39 -4.2773 0.2902 -1.4137
O13 7.3120 -2.3642 -3.2222
C24 8.2964 -2.5910 -2.5819
O14 8.4807 -2.1592 -1.3063
C25 9.8006 -2.5031 -0.8659
C26 10.2299 -3.6558 -1.7527
C27 9.5195 -3.3406 -3.0588
H40 10.4451 -1.6273 -0.9811
H41 9.7723 -2.7833 0.1865
H42 11.3122 -3.7448 -1.8498
H43 9.8504 -4.5969 -1.3468
H44 10.1120 -2.6827 -3.6976
H45 9.2395 -4.2447 -3.5952
O15 -6.0845 -2.4197 2.8936
C28 -5.5429 -1.9717 3.8650
O16 -4.9501 -0.7590 3.8861
C29 -4.3047 -0.5530 5.1519
C30 -5.0044 -1.4963 6.1096
C31 -5.3782 -2.6590 5.2014
H46 -3.2432 -0.7812 5.0449
H47 -4.4111 0.4886 5.4484
H48 -4.3867 -1.7809 6.9611
H49 -5.9134 -1.0273 6.4956
H50 -4.5763 -3.3961 5.1262
H51 -6.3059 -3.1338 5.5143
O17 3.5419 -4.9564 -4.0806
C32 3.5026 -4.5564 -5.2084
O18 2.3969 -4.0156 -5.7831
C33 2.6586 -3.7438 -7.1678
C34 4.1668 -3.6423 -7.2759
C35 4.6332 -4.6152 -6.2063
H52 2.2532 -4.5645 -7.7663
H53 2.1628 -2.8179 -7.4577
H54 4.5434 -3.8702 -8.2733
H55 4.4900 -2.6309 -7.0174
H56 4.7152 -5.6320 -6.5902
H57 5.5714 -4.2972 -5.7547
O19 -5.9056 8.7190 4.8723
C36 -5.2991 7.8142 4.3678
O20 -5.2665 7.5855 3.0292
C37 -4.5457 6.3664 2.7668
C38 -3.6722 6.1533 3.9839
C39 -4.5111 6.7507 5.0990
H58 -5.2676 5.5577 2.6265
H59 -3.9590 6.4769 1.8553
H60 -3.4081 5.1103 4.1439
H61 -2.7450 6.7233 3.8789
H62 -5.2054 6.0221 5.5218
H63 -3.8934 7.1882 5.8798
O21 -6.6055 3.3471 1.7603
C40 -7.6799 3.0582 1.3202
O22 -8.6090 2.3405 2.0063
C41 -9.7356 2.0746 1.1570
C42 -9.6837 3.1400 0.0798
C43 -8.1904 3.3809 -0.0652
H64 -9.6333 1.0652 0.7486
H65 -10.6534 2.1265 1.7418
H66 -10.1734 2.8398 -0.8464
H67 -10.1692 4.0519 0.4366
H68 -7.7340 2.6935 -0.7810
H69 -7.9709 4.4124 -0.3316
O23 -2.1021 4.7994 6.7143
C44 -1.0820 4.5791 7.3028
O24 -0.7991 5.0876 8.5339
C45 0.5389 4.7254 8.9070
C46 0.8698 3.5042 8.0727
C47 0.0818 3.7587 6.7989
H70 1.2006 5.5684 8.6903
H71 0.5749 4.5148 9.9757
H72 1.9391 3.3713 7.9091
H73 0.4906 2.6048 8.5651
H74 0.6504 4.3517 6.0800
H75 -0.2603 2.8311 6.3444
O25 4.6540 -8.6990 -8.7290
C48 3.9494 -8.6725 -7.7611
O26 3.5381 -7.5252 -7.1606
C49 2.7991 -7.8456 -5.9658
C50 2.3152 -9.2672 -6.1679
C51 3.4287 -9.8730 -7.0061
H76 3.4676 -7.7519 -5.1066
H77 1.9734 -7.1451 -5.8467
H78 2.1308 -9.7951 -5.2327
H79 1.3848 -9.2645 -6.7415
H80 4.2314 -10.2778 -6.3866
H81 3.0533 -10.6311 -7.6901

Forces on the atoms, in the same order (eV/Å):
C 0.1 1.0 -0.8
O -0.6 -0.9 0.2
C 0.3 0.4 -0.8
C -1.8 -0.1 -2.4
C 1.2 0.3 -0.2
C -0.4 -1.3 0.0
O -0.5 -1.1 0.2
Si 0.6 0.9 -1.5
C -0.3 -0.3 0.8
C -0.7 0.1 0.8
C 0.0 -0.8 0.1
C 2.8 -0.2 -2.7
O -1.0 0.2 1.8
O -2.0 -0.6 1.8
N 1.4 -1.4 0.3
C -0.1 1.2 0.1
C 0.4 -1.4 -0.3
O -0.2 0.4 0.2
Br 0.1 -0.6 0.1
P 0.9 0.0 0.7
O -1.5 0.9 0.4
Cl 0.2 -0.3 -0.2
H -0.2 -0.7 0.7
H -0.5 0.6 0.1
H 1.0 -0.4 0.4
H 0.1 0.6 0.9
H 0.6 -0.5 -0.1
H 0.1 0.3 1.0
H 0.4 0.6 -0.1
H 0.0 0.1 -1.0
H -0.2 0.9 0.3
H 0.5 0.1 -0.9
H 0.0 -0.4 0.7
H -0.1 0.9 -0.1
H -1.7 0.4 -0.3
H 0.4 0.4 0.8
H 0.6 -0.7 0.2
H -0.3 0.6 0.6
H -0.8 -0.2 0.0
H 0.6 0.7 -0.4
H 0.3 0.7 0.2
H -0.6 0.7 -0.5
H 0.0 -0.4 -0.4
O -0.4 -0.3 0.0
C 0.5 0.0 -0.1
O 0.2 0.0 0.0
C -0.4 0.1 -0.3
C 0.0 0.5 -0.2
C -0.6 0.2 0.1
H 0.1 0.0 0.0
H 0.1 -0.2 0.1
H 0.0 -0.1 -0.1
H 0.0 -0.1 -0.1
H 0.1 0.0 0.1
H 0.3 -0.1 -0.1
O -0.2 -0.1 -0.2
C 0.3 -0.2 0.4
O 0.2 0.1 0.3
C -0.3 0.2 -0.6
C 0.1 0.4 0.0
C -0.4 0.3 -0.3
H 0.0 0.0 0.1
H 0.0 -0.4 0.1
H 0.0 -0.1 0.0
H 0.0 -0.1 -0.1
H 0.0 0.0 0.1
H 0.2 -0.2 0.1
O -0.6 -0.3 0.5
C 0.1 0.4 -0.1
O 0.1 0.2 -0.4
C 0.0 -0.2 0.4
C 0.4 0.1 0.2
C 0.1 -0.4 0.2
H 0.0 0.0 0.0
H -0.2 0.1 -0.2
H -0.1 0.0 0.0
H -0.1 0.0 0.0
H 0.1 0.0 -0.1
H -0.1 0.3 -0.1
O 1.1 -0.3 -0.1
C -0.2 0.1 -0.6
O -0.1 -0.1 -0.1
C 0.2 0.0 0.2
C 0.3 -0.3 -0.1
C 0.2 -0.4 0.4
H 0.0 0.0 0.0
H -0.2 0.2 0.0
H 0.0 0.1 0.1
H 0.0 0.1 0.0
H -0.1 0.0 -0.1
H -0.1 0.2 -0.2
O 0.0 0.2 -0.1
C 0.1 -0.3 -0.2
O -0.2 -0.2 -0.1
C 0.3 0.2 0.4
C -0.1 -0.2 0.3
C -0.1 0.4 0.4
H -0.1 0.0 0.0
H 0.1 0.0 -0.3
H 0.0 0.1 -0.1
H 0.1 0.0 0.0
H -0.1 0.0 -0.1
H 0.1 -0.2 -0.3
O -0.4 0.0 -0.1
C 0.4 -0.3 0.2
O 0.1 -0.1 0.2
C -0.1 0.2 -0.3
C 0.3 0.1 -0.3
C 0.1 0.5 -0.3
H 0.0 0.0 0.0
H -0.1 -0.1 0.2
H -0.1 0.0 0.0
H -0.1 0.0 0.0
H 0.0 0.0 0.1
H -0.1 -0.2 0.2
O 0.0 0.1 -0.4
C -0.3 0.0 0.4
O -0.1 0.3 0.3
C 0.1 -0.3 -0.2
C 0.3 -0.3 0.2
C 0.4 0.0 -0.4
H 0.0 0.0 0.0
H -0.2 0.2 0.0
H 0.0 0.0 0.0
H 0.0 -0.1 0.0
H 0.0 0.1 0.1
H -0.3 0.0 0.2
O -0.2 -0.1 0.3
C 0.6 0.0 -0.2
O 0.1 0.1 0.0
C -0.3 -0.2 -0.1
C -0.2 0.1 -0.3
C -0.5 0.1 0.0
H 0.0 0.0 0.0
H 0.2 -0.1 0.2
H 0.0 -0.1 0.1
H 0.0 -0.1 0.0
H 0.1 0.1 0.0
H 0.3 -0.1 0.0
O -0.1 0.2 0.5
C -0.1 0.0 -0.7
O -0.2 0.0 -0.1
C 0.2 0.0 0.2
C 0.3 -0.3 -0.1
C 0.1 -0.3 0.5
H 0.0 0.0 0.0
H -0.2 0.2 0.0
H 0.0 0.1 0.0
H 0.0 0.1 0.0
H -0.1 -0.1 -0.1
H -0.1 0.2 -0.3
O -0.1 0.4 0.1
C 0.5 -0.3 -0.2
O 0.0 -0.3 -0.2
C -0.2 0.1 0.4
C -0.2 -0.3 0.1
C -0.6 0.1 0.2
H 0.0 0.1 -0.1
H 0.2 0.2 -0.1
H 0.0 0.1 0.0
H 0.0 0.0 0.1
H 0.0 0.0 -0.1
H 0.3 0.0 0.0

4.
A 2-piece molecular cluster, C2H7NO overall at a distorted geometry. Source: the Open Molecules 2025 dataset; level of theory: ωB97M-V with the def2-TZVPD basis set.

For the LUMO energy, the calculation gives 0.7 eV. The value obtained for the energy above the lowest of the compared OMol25 structures with the same formula, charge and spin is 13.0 kcal/mol. As for the spin multiplicity: 1. The HOMO-LUMO gap comes out at 0.3998 Ha. The structure (SMILES) is NC=O.C.

Atoms and positions in Å:
N1 -0.1120 -0.0063 -1.0093
C1 -1.1376 -0.6403 -1.6899
O1 -1.5193 -0.2323 -2.7653
H1 -0.4225 0.2225 -0.0291
H2 0.1423 0.9246 -1.4484
H3 -1.6242 -1.3689 -1.0273
C2 2.1458 0.5950 4.1725
H4 1.5565 1.5601 4.1929
H5 2.6370 0.4716 3.2596
H6 1.5416 -0.2706 4.5206
H7 3.0592 0.6345 4.8242

Forces on the atoms, in the same order (eV/Å):
N 0.0 2.1 1.2
C -0.3 2.2 0.0
O 0.1 -1.3 0.2
H 0.8 -0.8 -1.2
H -0.4 -1.7 0.3
H -0.1 -0.6 -0.5
C 0.0 0.7 2.4
H 0.8 -1.2 0.1
H 0.0 -0.5 -1.9
H 0.3 0.6 -0.6
H -1.1 0.4 0.1